No. 1
18
Properties=species:S:1:pos:R:3:lowdin_charge:R:1 method="wB97M-V/def2-TZVPD" homo_lumo_gap_ev=8.68 e_lumo_ev=0.06 total_energy_ha=-965.52751
S 1.96 -2.17 0.65 0.861
O 1.05 -2.73 1.62 -0.428
O 0.68 0.55 1.20 -0.017
O 2.43 -3.05 -0.38 -0.417
N 0.81 -0.91 -2.71 0.283
N 0.26 -1.08 -0.40 0.037
C 0.57 1.79 0.82 -0.172
C -0.53 2.37 0.33 -0.077
C 0.44 -0.99 -1.60 -0.235
C -1.60 0.20 0.38 -0.058
C -1.65 1.48 0.08 -0.095
C -0.31 -0.46 0.71 -0.319
H -2.32 -0.58 0.37 0.105
H -0.63 3.39 0.13 0.079
H 0.53 -1.18 -3.53 0.021
H 1.35 2.47 0.97 0.110
H -0.42 -1.19 1.63 0.168
H -2.63 2.08 -0.26 0.152

---

No. 2
9
Properties=species:S:1:pos:R:3:lowdin_charge:R:1 method="wB97M-V/def2-TZVPD" homo_lumo_gap_ev=10.06 e_lumo_ev=-5.94 total_energy_ha=-242.44924 total_charge=+1 smiles="[H]/N=N/[N+]#CC"
N 2.72 -0.52 -0.63 0.187
N 2.74 0.27 0.27 0.012
N 1.49 0.72 0.48 0.207
C 0.37 0.58 0.14 0.048
C -0.93 0.40 -0.21 0.047
H 3.55 -1.01 -0.69 0.077
H -1.10 1.11 -0.94 0.098
H -1.69 0.61 0.63 0.185
H -1.00 -0.55 -0.71 0.140

---

No. 3
34
Properties=species:S:1:pos:R:3:lowdin_charge:R:1 method="wB97M-V/def2-TZVPD" homo_lumo_gap_ev=8.90 e_lumo_ev=0.78 total_energy_ha=-657.59362 smiles=Cc1ccc(O)cc1.CCc1ccccc1
O 0.34 -1.56 3.18 0.038
C -1.63 0.31 0.71 -0.028
C 1.00 -0.51 -2.81 -0.193
C -4.15 0.50 0.50 -0.058
C -1.94 -0.94 3.24 -0.004
C 1.65 -0.03 -1.54 -0.246
C 1.56 0.20 -4.04 -0.098
C 2.39 -0.86 -0.72 -0.066
C 2.74 0.80 0.96 -0.099
C -3.02 -0.39 2.53 -0.055
C 3.06 -0.43 0.44 -0.096
C -0.74 -0.99 2.56 -0.314
C 1.96 1.64 0.16 -0.102
C -0.56 -0.27 1.38 -0.019
C -2.89 0.20 1.29 -0.290
C 1.42 1.28 -1.04 -0.055
H -1.54 0.87 -0.20 0.103
H -3.99 -0.48 3.02 0.108
H -2.12 -1.36 4.23 0.114
H -4.23 -0.21 -0.33 0.082
H 1.63 1.29 -3.95 0.070
H -5.04 0.45 1.12 0.072
H 1.79 2.65 0.51 0.107
H 3.74 -1.12 0.92 0.101
H 3.20 1.30 1.81 0.107
H -4.10 1.46 0.03 0.065
H 2.52 -1.92 -0.92 0.113
H 0.95 1.97 -1.74 0.116
H 1.13 -1.49 2.61 0.093
H 1.12 -1.58 -2.91 0.112
H 2.51 -0.20 -4.37 0.071
H 0.39 -0.49 0.92 0.079
H -0.02 -0.17 -2.70 0.103
H 0.86 0.10 -4.86 0.069

---

No. 4
17
Properties=species:S:1:pos:R:3:lowdin_charge:R:1 method="wB97M-V/def2-TZVPD" homo_lumo_gap_ev=9.63 e_lumo_ev=0.67 total_energy_ha=-707.02669 smiles="O=CCCCS.O"
S 2.34 1.18 -2.18 0.688
O -0.61 1.34 1.66 0.036
O -1.14 -2.54 2.15 -0.039
C -0.94 -0.29 -0.05 -0.160
C 1.27 0.89 -0.70 -0.579
C 0.20 -0.10 -1.06 -0.283
C -1.25 1.00 0.69 -0.256
H -0.31 0.48 -1.87 0.109
H 3.13 2.10 -1.63 -0.164
H -1.76 -0.63 -0.67 0.111
H -1.25 -3.45 1.90 0.040
H 1.84 0.87 0.23 0.086
H -1.76 1.86 0.21 0.129
H 0.53 -1.03 -1.52 0.109
H -0.39 -2.47 2.72 0.038
H 0.79 1.85 -0.56 0.052
H -0.70 -1.05 0.70 0.081

---

No. 5
8
Properties=species:S:1:pos:R:3:lowdin_charge:R:1 method="wB97M-V/def2-TZVPD" homo_lumo_gap_ev=7.54 e_lumo_ev=4.90 total_energy_ha=-191.54292 total_charge=-1
O -0.22 -0.74 0.25 -0.434
O 2.13 0.03 0.71 -0.280
C -1.07 0.04 -0.55 -0.352
H -0.74 1.01 -0.77 0.021
H 1.26 -0.48 0.27 -0.001
H -1.18 -0.49 -1.49 0.041
H -1.80 0.12 0.16 0.013
H 1.61 0.50 1.41 -0.008

---

No. 6
20
Properties=species:S:1:pos:R:3:lowdin_charge:R:1 method="wB97M-V/def2-TZVPD" homo_lumo_gap_ev="5.17 / 7.54" e_lumo_ev="-0.13 / -2.13" total_energy_ha=-1471.54382 multiplicity=3 s_squared=2.01
Cl -2.74 -1.59 1.43 0.702
Cl -1.32 2.78 -0.25 0.638
O 0.57 0.77 1.35 0.028
O -3.38 0.73 -0.62 0.079
O 1.26 0.17 -0.69 0.011
N -0.19 -2.65 -0.74 0.110
C 0.20 0.43 0.08 -0.379
C -2.31 0.28 -0.35 -0.494
C 1.95 0.79 1.39 -0.111
C 2.43 0.63 -0.12 -0.095
C -2.23 -1.26 -0.16 -0.722
C -0.80 -1.61 -0.37 -0.229
C -0.95 1.00 -0.53 -0.504
H -0.82 0.83 -1.65 0.172
H 0.82 -2.50 -1.05 0.101
H 2.32 1.72 1.95 0.160
H 2.82 1.53 -0.52 0.113
H 3.22 -0.10 -0.26 0.132
H -3.06 -1.74 -0.80 0.135
H 2.21 -0.20 1.93 0.153